A cluster of 17 separate species, CH35O17 in total at a distorted geometry. Source: OMol25; level of theory: ωB97M-V/def2-TZVPD.

```
53
Properties=species:S:1:pos:R:3:forces:R:3
C 0.076 0.006 -0.449 -0.7 2.2 1.2
O 1.360 0.435 -0.406 1.2 1.0 0.4
H -0.149 -0.450 -1.351 -0.8 -1.2 -2.1
H -0.629 0.887 -0.316 0.2 -1.0 0.1
H -0.136 -0.726 0.289 -0.6 -0.8 1.1
O 0.856 -3.221 -0.026 -1.8 -1.3 -1.5
H 1.293 -2.639 -0.633 1.1 0.9 -0.6
H 1.060 -2.980 0.855 0.7 0.2 1.4
O 1.500 -0.192 2.576 -0.5 0.0 -0.6
H 1.325 0.022 1.623 0.4 0.3 0.1
H 2.051 0.511 2.916 0.1 0.3 -0.1
O 2.139 -1.539 -1.969 1.8 -1.4 -0.6
H 1.828 -0.729 -1.581 -0.4 1.3 0.8
H 3.098 -1.497 -1.727 -1.1 -0.2 -0.2
O -1.853 1.522 2.032 -2.4 0.4 0.7
H -2.478 0.828 2.335 1.0 -0.2 -0.2
H -2.453 2.288 2.220 1.2 -0.3 -0.4
O 1.763 -2.928 2.367 1.4 -1.2 -0.9
H 1.689 -1.992 2.304 0.1 1.5 0.6
H 1.255 -3.266 3.070 -1.1 -0.2 1.3
O -2.883 1.007 -0.813 1.2 -0.7 -1.3
H -3.700 1.250 -1.226 -0.8 0.5 0.6
H -2.787 1.103 0.125 -0.6 0.2 0.8
O 0.580 2.863 1.185 0.4 1.1 0.7
H 0.617 2.820 0.211 -0.3 -0.2 0.6
H 0.133 2.115 1.578 -0.2 -0.4 -0.5
O -2.984 -1.569 -1.932 -0.7 -1.5 -1.2
H -3.163 -1.724 -2.888 0.1 0.6 1.1
H -2.897 -0.638 -1.770 0.2 0.9 0.0
O 0.399 2.899 -1.548 0.1 0.7 -0.1
H 0.755 2.039 -1.252 0.8 -0.4 -0.4
H 1.125 3.460 -1.877 -0.3 -0.7 0.3
O -1.122 1.052 -3.194 -1.9 1.8 -2.6
H -1.721 1.860 -3.167 1.4 -1.6 0.3
H -0.909 0.849 -2.314 0.3 -0.2 1.9
O -2.239 3.807 -0.485 -0.7 0.9 0.3
H -1.958 4.090 0.384 0.3 0.6 0.2
H -1.926 2.917 -0.468 0.4 -1.1 -0.6
O 3.593 1.474 -1.372 2.6 1.0 -0.5
H 3.477 1.956 -2.183 -0.1 0.2 -0.5
H 2.742 1.200 -1.113 -2.4 -0.8 0.6
O -1.997 -2.460 1.265 -0.5 -0.9 -1.2
H -1.230 -2.714 0.714 -0.3 0.2 0.4
H -1.702 -1.894 1.964 0.7 0.3 0.6
O -0.896 -1.157 3.367 -2.4 -1.4 -0.1
H -0.038 -0.838 3.265 2.7 1.3 -0.4
H -1.230 -0.819 4.179 -0.3 0.4 1.0
O -0.681 -2.958 -2.574 0.9 -0.7 -0.2
H -1.410 -2.347 -2.513 -0.2 0.3 0.6
H -0.163 -2.879 -1.753 -0.6 -0.1 -0.4
O 3.638 -0.675 0.459 0.8 -1.9 -1.2
H 3.014 0.005 0.338 -1.9 1.2 -1.0
H 3.968 -0.433 1.280 1.5 0.2 2.5
```
Positions in Å, forces in eV/Å.

Summary:
Net charge = -1
Strongest force on any atom = 3.66 eV Å⁻¹
LUMO = 0.071 Ha
Gap between HOMO and LUMO = 7.632 eV
Energy = -1338.193621 Ha
Energy above the lowest of the compared OMol25 structures with the same formula, charge and spin = 1.307 eV
HOMO = -0.2091 Eh



A structure of composition C23H77F3N3O23PtS at a distorted geometry. Source: OMol25; level of theory: ωB97M-V/def2-TZVPD.

```
131
Properties=species:S:1:pos:R:3:forces:R:3
Pt -0.610 -0.239 0.766 0.9 -0.6 -2.4
C 0.149 -1.551 5.212 2.8 -0.2 -0.2
F -0.835 -2.393 5.129 -0.6 -0.7 0.1
F -0.315 -0.334 5.380 -0.2 0.7 0.5
F 0.983 -1.892 6.274 -1.4 0.6 -1.8
S 1.164 -1.536 3.567 0.1 0.8 -1.4
O 2.349 -0.700 3.861 -2.2 -1.9 0.4
O 1.413 -2.951 3.289 -0.2 1.2 1.0
O 0.291 -0.875 2.521 2.0 -1.8 4.0
C -1.192 6.261 -1.610 -0.1 0.3 0.9
C -0.400 5.224 -0.835 0.3 0.3 0.4
C 0.799 5.645 0.063 0.0 -0.2 0.4
O 1.425 4.459 0.601 0.2 -0.3 -1.2
C 2.500 4.674 1.511 -0.3 0.8 -0.1
N -1.336 4.423 -0.046 0.5 -1.2 -0.1
H -0.637 6.718 -2.429 -0.1 0.1 0.2
H -1.596 6.985 -0.902 0.1 0.5 -0.2
H -2.076 5.735 -1.968 0.1 0.0 -0.4
H -0.021 4.594 -1.640 0.5 -0.5 0.4
H 0.538 6.188 0.971 -0.8 0.6 -0.1
H 1.447 6.319 -0.498 0.6 -0.3 -0.1
H 3.127 3.795 1.658 -0.4 -0.3 -0.3
H 2.087 4.977 2.473 0.0 0.1 0.2
H 3.160 5.464 1.151 0.0 0.1 0.0
H -1.771 4.907 0.726 -0.4 0.8 -0.4
H -0.708 3.822 0.467 0.0 -0.8 0.1
C 5.161 -2.403 2.493 -0.1 1.5 -0.8
C 4.161 -2.111 1.323 1.8 -0.4 -0.8
C 4.909 -1.795 -0.056 -0.2 -0.1 1.2
O 4.118 -1.152 -1.077 -0.5 -0.5 1.1
C 4.343 -1.664 -2.363 0.1 0.4 -0.3
N 3.379 -3.301 1.166 -0.2 -0.2 -0.6
H 5.720 -3.339 2.482 -0.4 -0.2 -0.4
H 4.598 -2.313 3.421 0.1 -0.1 0.1
H 5.897 -1.599 2.467 0.1 0.1 0.4
H 3.539 -1.267 1.622 0.2 0.5 -0.1
H 5.273 -2.746 -0.444 0.0 -0.1 0.1
H 5.769 -1.156 0.145 0.1 0.1 0.1
H 4.040 -2.699 -2.517 -0.1 -0.2 0.3
H 5.398 -1.583 -2.628 0.1 0.0 -0.1
H 3.764 -1.037 -3.040 0.1 0.0 -0.1
H 2.608 -3.059 0.561 -0.4 -0.5 0.0
H 3.029 -3.537 2.084 -0.3 -0.2 -0.2
C -5.970 -1.755 -6.302 -0.5 2.6 -0.3
C -4.513 -2.146 -6.577 -0.5 1.9 2.2
C -3.480 -1.555 -5.506 -0.6 0.6 -0.5
O -3.582 -0.142 -5.374 -1.6 -1.1 -1.2
C -2.571 0.510 -4.710 -0.2 0.7 -0.2
N -4.514 -3.554 -6.439 0.6 -1.9 -0.2
H -6.099 -0.675 -6.222 0.2 0.4 -0.5
H -6.472 -2.003 -5.367 0.7 -1.0 0.3
H -6.635 -2.054 -7.112 0.2 -0.3 -0.1
H -4.244 -1.793 -7.572 0.2 -0.2 0.1
H -2.461 -1.816 -5.794 0.2 -0.3 -0.2
H -3.649 -1.881 -4.480 -0.3 -1.0 0.0
H -2.237 0.063 -3.773 0.0 -0.4 0.1
H -3.085 1.446 -4.490 0.8 0.5 0.2
H -1.743 0.633 -5.408 0.5 0.3 0.3
H -5.168 -3.694 -5.682 0.2 -0.6 0.5
H -5.056 -3.919 -7.209 0.2 -0.4 -0.4
O -4.472 1.065 -0.142 -0.3 0.1 0.0
H -5.237 0.561 -0.419 -0.2 -0.2 -0.3
H -4.763 1.531 0.642 0.0 0.2 0.2
O 0.797 1.314 -2.562 0.7 -0.4 -0.3
H 0.027 1.855 -2.736 -0.6 0.4 0.2
H 1.278 1.309 -3.390 0.3 -0.1 -0.2
O -0.560 -1.912 -0.637 -0.2 -0.4 -0.1
H -0.408 -2.803 -0.323 0.4 -0.4 0.6
H -0.766 -2.016 -1.566 -0.1 0.3 -0.7
O -1.908 0.719 -0.742 0.3 -0.9 0.0
H -2.825 0.933 -0.570 -0.7 -0.1 0.5
H -1.653 1.308 -1.452 0.3 0.1 -0.5
O 0.316 1.623 1.443 0.4 0.8 0.3
H -0.028 2.281 2.048 -0.4 0.4 0.0
H 1.192 1.936 1.220 0.5 -0.3 -0.4
O 1.428 -0.014 -0.311 0.3 0.2 0.3
H 2.345 -0.252 -0.174 0.6 -0.4 0.3
H 1.407 0.368 -1.188 -0.4 0.4 -0.6
O -1.488 2.619 -2.308 0.0 0.2 -1.3
H -1.502 3.199 -1.546 -0.2 0.8 1.2
H -1.908 3.126 -3.003 -0.3 0.0 -0.4
C -3.268 -1.190 2.207 -0.8 1.7 0.6
C -2.896 0.113 3.053 0.7 -1.9 -2.3
O -2.357 1.048 2.051 -1.3 -0.3 1.8
O -2.129 -1.702 1.532 -0.9 1.0 1.8
H -4.001 -0.901 1.453 -0.1 0.1 0.0
H -3.778 -1.865 2.894 0.4 -0.5 0.0
H -2.114 -0.260 3.714 0.2 0.6 0.1
H -3.738 0.463 3.650 0.0 0.2 -0.4
H -2.662 1.941 2.225 0.1 0.2 0.2
H -2.262 -2.590 1.192 0.0 -0.7 -0.5
C -0.888 3.057 4.080 0.7 -0.3 1.0
C -0.005 3.892 4.983 -0.5 0.6 0.0
O -0.576 5.218 5.122 0.4 -1.0 -0.1
O -0.851 3.475 2.724 -0.8 0.5 0.7
H -1.898 3.020 4.488 -0.2 0.2 -0.1
H -0.508 2.037 4.130 0.0 -0.1 -0.3
H 1.013 3.968 4.599 0.1 -0.1 -0.3
H 0.056 3.408 5.957 -0.1 -0.1 0.1
H -0.136 5.573 5.898 -0.1 0.5 0.0
H -1.222 4.361 2.720 0.2 0.3 -0.1
C -1.340 -5.204 0.223 -0.2 -1.7 0.9
C -0.303 -5.112 1.369 -1.1 0.3 0.1
O 0.549 -4.052 1.061 -0.1 0.1 -0.8
O -2.302 -4.137 0.342 0.6 0.1 -0.1
H -1.927 -6.122 0.264 0.1 -0.3 0.6
H -0.901 -5.308 -0.769 0.5 0.9 -0.1
H 0.264 -5.971 1.727 0.0 -0.8 -1.3
H -0.806 -4.903 2.313 -0.8 0.4 0.0
H 0.895 -3.767 1.910 0.4 0.7 0.2
H -3.017 -4.322 -0.271 -0.1 0.1 0.0
C 0.687 -2.707 -5.381 -0.8 0.1 0.1
C 0.871 -2.965 -3.876 0.1 -0.6 -1.2
O -0.371 -2.945 -3.177 -0.4 0.5 -0.1
O -0.055 -3.729 -6.056 0.5 0.1 0.4
H 1.599 -2.590 -5.966 0.2 -0.2 0.5
H 0.141 -1.767 -5.464 -0.1 0.3 -0.1
H 1.516 -2.184 -3.473 0.0 -0.3 0.3
H 1.231 -3.987 -3.763 0.8 0.2 0.2
H -0.980 -3.497 -3.674 -0.2 -0.1 0.2
H -0.825 -3.958 -5.530 -0.3 0.0 -0.3
C 4.860 1.455 3.773 -0.8 0.3 -0.8
C 4.360 1.357 5.204 0.3 0.7 -1.4
O 4.486 0.059 5.646 0.5 -1.0 1.2
O 3.902 1.008 2.820 0.2 0.6 -0.7
H 5.769 0.869 3.638 0.3 0.1 0.3
H 5.021 2.488 3.464 0.4 0.2 0.3
H 3.315 1.664 5.237 -0.2 0.4 0.0
H 4.971 2.062 5.767 0.0 -0.4 0.6
H 3.848 -0.503 5.199 -0.2 0.0 -0.1
H 3.331 0.322 3.174 0.1 -0.1 0.1
```
Positions in Å, forces in eV/Å.

Summary:
Net charge = +1
Strongest force on any atom = 4.87 eV Å⁻¹
Expectation value of S² = 2.003
LUMO (alpha / beta) = -0.089 / -0.089 Ha
Gap between HOMO and LUMO (alpha / beta) = 7.909 / 7.912 eV
Energy = -3633.944359 Ha
HOMO (alpha / beta) = -0.3797 / -0.3797 Eh
2S+1 = 3



The ion C5H10NOS with charge +1 at a distorted geometry. Source: OMol25; level of theory: ωB97M-V/def2-TZVPD.

```
18
Properties=species:S:1:pos:R:3:forces:R:3
C 1.799 -0.418 -0.759 -0.8 0.7 0.2
C 1.006 -1.186 -0.112 -0.4 0.0 -0.2
C -0.658 1.004 0.449 -0.4 -2.7 -3.8
C 1.634 -2.515 0.265 0.2 -1.0 -2.7
C -2.167 1.119 0.235 2.2 1.1 1.5
N 0.197 1.379 -0.647 1.3 -1.1 -1.4
O -0.186 1.532 1.550 0.5 0.3 1.1
S -0.615 -1.010 0.407 0.3 0.8 0.5
H 2.619 -0.269 -1.437 0.0 0.5 0.0
H 0.787 -3.260 0.078 1.9 0.4 -0.1
H 1.739 -2.388 1.275 0.4 -0.2 2.7
H 2.694 -2.643 -0.184 -2.1 -0.4 0.5
H -2.739 0.375 0.665 -0.8 -1.6 1.6
H -2.515 1.124 -0.704 -0.4 -0.1 -4.0
H -2.469 2.058 0.578 -0.6 1.7 1.0
H 1.069 1.838 -0.518 0.3 1.0 1.2
H 0.159 1.176 -1.644 -1.4 -0.2 0.4
H -0.960 1.967 1.884 -0.3 0.8 1.4
```
Positions in Å, forces in eV/Å.

Summary:
Net charge = +1
Strongest force on any atom = 4.73 eV Å⁻¹
LUMO = -0.212 Ha
Gap between HOMO and LUMO = 7.716 eV
Energy = -724.281809 Ha
Energy above the lowest of the compared OMol25 structures with the same formula, charge and spin = 4.207 eV
HOMO = -0.4956 Eh